Formula: C16H23B2Cl2N9O2SV
Source: the OMol25 dataset
Level of theory: ωB97M-V/def2-TZVPD

Last column: Löwdin spin population.
Positions of all 56 atoms, in Å:
V (-0.03469, -0.97739, -0.19221)  0.9875
Cl (0.38456, -3.18912, 0.77825)  0.0056
C (0.93058, -4.60578, -0.19263)  -0.0096
Cl (-0.01767, -4.82185, -1.65436)  0.0002
H (0.80711, -5.47343, 0.44529)  -0.0005
H (1.96859, -4.44204, -0.45961)  0.0000
C (-2.13215, 3.10382, -2.69867)  0.0000
C (-2.74326, 1.85740, -2.18341)  0.0000
N (-3.94666, 1.43875, -2.41104)  0.0000
N (-4.02311, 0.24813, -1.74007)  -0.0009
C (-2.89305, -0.08362, -1.10468)  0.0010
S (-2.54212, -1.41511, -0.14054)  0.0048
N (-2.06782, 0.95806, -1.39190)  0.0030
N (-0.76207, 1.04694, -0.90528)  0.0041
H (-2.88621, 3.66638, -3.24152)  0.0000
H (-1.30272, 2.87453, -3.37011)  0.0000
H (-1.74518, 3.70942, -1.87835)  0.0000
H (-4.86904, -0.29367, -1.75768)  -0.0001
H (-0.72533, 1.77665, -0.17194)  0.0006
H (-0.14257, 1.31277, -1.67364)  0.0006
B (1.86578, 0.42709, -2.79693)  0.0006
N (2.63532, -0.12229, -1.57331)  0.0024
C (3.95647, -0.06108, -1.37754)  0.0012
C (4.23915, -0.47117, -0.08631)  0.0007
C (2.99374, -0.77010, 0.45809)  0.0039
N (2.03153, -0.55525, -0.44403)  0.0060
N (0.77366, -0.57515, -3.25227)  0.0001
C (0.39354, -0.77393, -4.52253)  0.0027
C (-0.71610, -1.59676, -4.52947)  0.0005
C (-0.93563, -1.87790, -3.18147)  0.0029
N (-0.04223, -1.25195, -2.41350)  -0.0002
H (2.64885, 0.57086, -3.69881)  0.0000
H (1.36148, 1.50581, -2.51365)  0.0002
H (4.60256, 0.26705, -2.17372)  0.0002
H (5.20327, -0.54591, 0.38408)  0.0000
H (2.72740, -1.13176, 1.43804)  0.0006
H (0.94962, -0.32273, -5.32679)  0.0002
H (-1.25935, -1.96406, -5.38183)  0.0000
H (-1.67998, -2.50689, -2.72229)  0.0001
O (0.92546, -0.86634, 2.98193)  -0.0026
B (-0.00034, -0.50523, 1.95459)  -0.0083
O (-1.00183, 0.30056, 2.59999)  -0.0048
C (-0.68470, 0.37696, 3.92658)  -0.0007
C (-1.35092, 1.02800, 4.94116)  -0.0003
C (-0.79014, 0.95314, 6.21719)  -0.0003
C (0.38566, 0.25091, 6.44489)  -0.0002
C (1.05108, -0.40614, 5.40952)  -0.0003
C (0.49059, -0.32663, 4.15413)  -0.0002
H (-2.27202, 1.56349, 4.75209)  0.0000
H (-1.28347, 1.44880, 7.04290)  0.0000
H (0.79465, 0.20896, 7.44579)  0.0000
H (1.96609, -0.95663, 5.58152)  0.0000
N (-0.39140, 2.93502, 1.29027)  -0.0003
H (-0.91839, 2.41925, 1.99007)  0.0000
H (-0.51102, 3.92609, 1.46001)  0.0000
H (0.58439, 2.71505, 1.46570)  -0.0002

2S+1: 2
HOMO level (alpha / beta), eV: -6.59 / -5.91
<S²>: 0.764

***

Formula: C24H38Br6N2O2
Source: the OMol25 dataset
Level of theory: ωB97M-V/def2-TZVPD

Last column: Mulliken charge in e.
Positions of all 72 atoms, in Å:
Br (6.91871, -4.35228, 2.66224)  -0.1346
C (7.13659, -3.40278, 4.38967)  -0.6558
C (6.00368, -3.68965, 5.28790)  -0.6240
Br (4.27447, -2.98969, 4.57126)  -0.1192
H (7.18109, -2.32244, 4.25187)  0.3764
H (8.11194, -3.67085, 4.79579)  0.3966
H (6.20196, -3.16983, 6.22523)  0.3669
H (6.03727, -4.74917, 5.54164)  0.3933
Br (1.07722, -8.43196, 1.76589)  -0.1606
C (1.07607, -7.58912, -0.06523)  -0.5283
C (-0.02172, -8.29245, -0.87567)  -0.5908
Br (-0.16659, -7.52357, -2.74879)  -0.1791
H (2.09376, -7.73617, -0.42686)  0.3555
H (0.97260, -6.50879, 0.03616)  0.3678
H (-1.04548, -8.27806, -0.50176)  0.3874
H (0.36114, -9.28593, -1.10919)  0.3465
Br (-7.41914, -7.15923, -9.21057)  -0.1609
C (-7.87659, -6.75067, -7.32242)  -0.6201
C (-8.59826, -5.42314, -7.25129)  -0.5738
Br (-8.84025, -4.94989, -5.31673)  -0.1652
H (-6.94154, -6.81495, -6.76596)  0.3983
H (-8.61384, -7.47887, -6.98434)  0.3645
H (-9.55514, -5.52733, -7.76279)  0.3798
H (-7.97114, -4.65204, -7.69876)  0.3775
N (6.15080, 1.67934, -0.17758)  -0.5411
C (6.33891, 1.64325, -1.50570)  -0.2044
C (6.45588, 2.77010, -2.26327)  -0.3503
C (6.38177, 4.02804, -1.59996)  -0.1300
C (6.24596, 4.12686, -0.22157)  -0.4344
C (6.06711, 2.90984, 0.41871)  -0.1416
H (6.43837, 0.67148, -1.96632)  0.3757
H (6.69606, 2.81662, -3.31520)  0.3441
H (6.41859, 4.96708, -2.13220)  0.3497
H (6.25866, 5.06266, 0.31743)  0.3661
H (6.03879, 2.83507, 1.49575)  0.3674
N (-2.80177, -1.79922, -1.79328)  -0.5370
C (-2.58758, -1.69394, -3.13041)  -0.1557
C (-1.29828, -1.29427, -3.64690)  -0.4205
C (-0.27176, -1.00606, -2.74730)  -0.1896
C (-0.47460, -1.12788, -1.40950)  -0.3463
C (-1.72753, -1.61039, -0.95778)  -0.2123
H (-3.48069, -1.89227, -3.70437)  0.4036
H (-1.24261, -1.09951, -4.70773)  0.3498
H (0.65839, -0.55217, -3.05585)  0.3691
H (0.36007, -1.00550, -0.73515)  0.3705
H (-1.87773, -1.70820, 0.10724)  0.3699
C (-4.18709, 3.10387, 5.87254)  -0.3568
C (-3.48068, 2.03471, 5.18678)  -0.5533
C (-1.98061, 2.18366, 5.51226)  -0.3732
O (-1.97172, 3.30738, 6.41129)  -0.4186
C (-3.11238, 4.06566, 6.19147)  -0.5062
H (-4.54157, 2.69884, 6.82038)  0.2356
H (-4.96824, 3.58684, 5.28549)  0.2800
H (-3.54457, 2.13954, 4.10372)  0.2414
H (-3.94928, 1.09024, 5.46337)  0.3030
H (-1.38041, 2.36142, 4.61993)  0.2732
H (-1.63991, 1.22403, 5.90103)  0.2663
H (-2.87678, 4.78149, 5.40396)  0.2791
H (-3.41434, 4.68343, 7.03721)  0.3300
C (-0.75188, 5.78755, -0.37724)  -0.6481
C (-1.11279, 6.52803, -1.70000)  -0.6004
C (0.23195, 7.12801, -2.07143)  -0.3809
O (0.90165, 7.41249, -0.84445)  -0.4023
C (0.33267, 6.67381, 0.29179)  -0.3452
H (-0.26177, 4.91793, -0.81502)  0.2421
H (-1.61243, 5.50289, 0.22817)  0.4006
H (-1.88626, 7.25619, -1.45579)  0.2902
H (-1.54858, 5.85974, -2.44267)  0.3355
H (0.05390, 8.03372, -2.65116)  0.2745
H (0.82697, 6.40750, -2.63261)  0.2765
H (-0.22555, 7.25741, 1.02384)  0.2715
H (0.95606, 6.00132, 0.88106)  0.2851

2S+1: 1
HOMO level, eV: -9.52
SMILES: c1ccncc1.c1ccncc1.C1CCOC1.C1CCOC1.BrCCBr.BrCCBr.BrCCBr

***

Formula: C5H6N2
Source: the OMol25 dataset
Level of theory: ωB97M-V/def2-TZVPD

Last column: natural (NBO) charge in e.
Positions of all 13 atoms, in Å:
N (2.10633, 0.37881, 1.85603)  -0.3052
C (1.56817, 0.37405, 0.82951)  0.2557
C (0.88957, 0.37712, -0.50288)  -0.2169
C (0.19649, -0.95284, -0.81129)  -0.1387
C (-0.71310, -1.56615, -0.03437)  -0.3793
C (-0.97811, 1.47482, 0.35136)  -0.0854
N (-0.33750, 1.12384, -0.68530)  -0.3761
H (1.68102, 0.56486, -1.24540)  0.2466
H (0.28730, -1.19805, -1.87514)  0.2242
H (-1.35506, -1.13978, 0.75603)  0.2093
H (-0.80898, -2.62978, -0.21447)  0.2149
H (-2.07062, 1.45276, 0.29635)  0.1846
H (-0.46550, 1.74033, 1.27956)  0.1663

2S+1: 1
HOMO level, eV: -9.32
SMILES: C=C[C@H](C#N)N=C

***

Formula: C31H51ClN6PRhSi
Source: the OMol25 dataset
Level of theory: ωB97M-V/def2-TZVPD

Last column: Mulliken charge in e.
Positions of all 92 atoms, in Å:
Rh (-0.59799, -1.52261, 0.53015)  -0.4521
C (2.87309, -3.64982, -0.71334)  -1.4784
C (2.78709, -3.00861, 0.64443)  0.1228
C (3.85792, -3.03080, 1.52076)  -0.6369
C (3.70984, -2.39550, 2.75242)  -0.7652
C (2.52468, -1.78561, 3.09123)  -0.7992
C (1.46462, -1.81729, 2.16124)  1.0463
N (1.63856, -2.40240, 0.95103)  0.6477
N (0.22069, -1.31775, 2.33063)  0.7595
Si (-0.33639, -0.19122, 3.56006)  -0.3328
C (-2.13085, 0.19448, 3.29293)  -0.5109
C (-0.12931, -0.91990, 5.26855)  -1.0790
C (0.67373, 1.37026, 3.44308)  -0.4693
H (3.60143, -3.12954, -1.33943)  0.1901
H (1.90024, -3.61833, -1.20071)  0.1377
H (3.19279, -4.68924, -0.63058)  0.5148
H (4.77724, -3.52873, 1.24499)  0.4914
H (4.53300, -2.38710, 3.45722)  0.4256
H (2.40240, -1.30250, 4.04935)  0.2190
H (-2.77931, -0.58413, 3.69808)  0.3166
H (-2.32997, 0.32309, 2.22724)  -0.1681
H (-2.36592, 1.13251, 3.80641)  0.4220
H (-0.63770, -1.88193, 5.34529)  0.2703
H (-0.58352, -0.23883, 5.99528)  0.3278
H (0.91110, -1.06136, 5.56520)  0.3299
H (0.53845, 1.80735, 2.45339)  -0.4350
H (1.74017, 1.17614, 3.58660)  0.3634
H (0.35814, 2.10504, 4.18858)  0.4570
N (-1.40799, 0.15083, 0.00454)  -0.4931
P (-0.62757, 1.07808, -0.97027)  -0.8045
N (-0.73263, 2.64404, -0.41472)  1.3279
C (-1.54081, 2.99621, 0.76077)  -0.1621
C (-2.24070, 4.32496, 0.51904)  -1.1598
C (-1.21891, 5.46341, 0.35481)  -0.5894
C (0.12004, 4.92360, -0.16282)  -1.1637
C (-0.09621, 3.76025, -1.11961)  -0.3568
N (-1.23917, 0.99449, -2.52767)  0.5834
C (-0.62684, 1.68726, -3.67018)  -0.6904
C (-1.63310, 2.60036, -4.35835)  -0.8479
C (-2.78083, 1.77245, -4.95418)  -0.6498
C (-3.04291, 0.51657, -4.10758)  -1.0030
C (-2.68409, 0.75061, -2.64875)  -0.3660
N (1.02122, 0.91243, -1.29757)  0.8830
C (1.43154, -0.28633, -2.05272)  -0.3368
C (2.86133, -0.13876, -2.55219)  -1.1381
C (3.81566, 0.11392, -1.38799)  -0.2452
C (3.34433, 1.32267, -0.58692)  -1.3343
C (1.90175, 1.14408, -0.14067)  0.8187
H (-0.91722, 3.07029, 1.66044)  0.0054
H (-2.25235, 2.19369, 0.93297)  0.1892
H (-2.92443, 4.53682, 1.34276)  0.4052
H (-2.85026, 4.22882, -0.38392)  0.3290
H (-1.06163, 5.97097, 1.30875)  0.3711
H (-1.60734, 6.21354, -0.33766)  0.3519
H (0.73577, 4.57510, 0.67133)  0.2731
H (0.68505, 5.71046, -0.66554)  0.4941
H (0.85963, 3.42372, -1.52608)  0.4138
H (-0.70628, 4.10215, -1.96702)  0.1308
H (-0.26261, 0.94970, -4.39890)  0.4977
H (0.24569, 2.24081, -3.33181)  0.4993
H (-1.13675, 3.19033, -5.13108)  0.4935
H (-2.02327, 3.30597, -3.62027)  0.1571
H (-2.53632, 1.47973, -5.97751)  0.2753
H (-3.68404, 2.38339, -5.01083)  0.3711
H (-2.44459, -0.32072, -4.47698)  0.2724
H (-4.08878, 0.21483, -4.18115)  0.4374
H (-2.93611, -0.10985, -2.03193)  0.1095
H (-3.26770, 1.59876, -2.25963)  0.2705
H (0.74400, -0.43354, -2.88294)  0.6815
H (1.37196, -1.17679, -1.41420)  -0.1013
H (2.90940, 0.69819, -3.25688)  0.3126
H (3.14402, -1.04282, -3.09776)  0.4123
H (4.83513, 0.26544, -1.74916)  0.4526
H (3.83155, -0.76554, -0.73244)  -0.1402
H (3.41614, 2.22356, -1.20538)  0.3934
H (3.97436, 1.47485, 0.29257)  0.4343
H (1.55420, 2.03244, 0.38720)  -0.0949
H (1.84379, 0.30120, 0.56292)  -0.8022
Cl (-2.14103, -3.55628, 3.54249)  -0.2156
C (-1.67120, -4.31441, 2.04569)  0.6011
C (-1.02761, -5.53865, 2.12265)  -0.6429
C (-0.66074, -6.19950, 0.96053)  -0.4819
C (-0.95905, -5.63684, -0.27326)  -0.8051
C (-1.59943, -4.41146, -0.33071)  -0.2689
C (-1.96559, -3.70567, 0.82176)  0.3132
C (-2.43893, -2.30958, 0.70046)  -1.2365
H (-0.81888, -5.96609, 3.09388)  0.4418
H (-0.15280, -7.15284, 1.02266)  0.3904
H (-0.69059, -6.14853, -1.18834)  0.4222
H (-1.82662, -3.96839, -1.29417)  0.4402
H (-3.00145, -1.90759, 1.53578)  0.4721
H (-2.93543, -2.09649, -0.24637)  0.4873

2S+1: 1
HOMO level (alpha / beta), eV: -7.21 / -7.21

***

Formula: C21H20B3FO9
Source: the OMol25 dataset
Level of theory: ωB97M-V/def2-TZVPD

Last column: natural (NBO) charge in e.
Positions of all 54 atoms, in Å:
F (1.70381, -0.77969, 3.85559)  -0.3729
C (1.90963, -0.63339, 2.47944)  0.0514
C (2.70620, 0.68274, 2.17905)  -0.4334
C (4.18676, 0.38342, 1.66492)  -0.7928
B (4.25649, 0.42759, 0.06764)  1.1826
O (5.10577, 1.40792, -0.56905)  -0.9026
B (4.16532, 2.39392, -1.01633)  0.9563
O (3.08317, 1.86650, -1.78328)  -0.9069
B (3.29973, 0.45636, -1.96743)  1.0200
O (3.51199, -0.38803, -0.82519)  -0.9017
H (2.36924, -1.54108, 2.03551)  0.1726
H (0.89703, -0.53337, 2.02577)  0.1560
H (2.15432, 1.32985, 1.46397)  0.2220
H (2.84093, 1.19530, 3.16010)  0.2311
H (4.56458, -0.59391, 2.04447)  0.2476
H (4.82648, 1.21958, 2.03625)  0.2379
H (4.27593, 3.53053, -0.73010)  -0.0903
H (3.26936, -0.04621, -3.03961)  -0.0805
C (-1.29166, -0.92451, -4.32397)  -0.2391
C (-2.48599, -0.33720, -4.35172)  -0.2063
C (-2.65595, 1.07550, -3.94393)  0.4710
O (-3.74520, 1.61043, -3.96463)  -0.4853
C (-1.44727, 1.81110, -3.50849)  -0.2293
C (-0.25200, 1.22308, -3.48063)  -0.2233
C (-0.08474, -0.19049, -3.88630)  0.4774
O (1.00361, -0.73020, -3.86028)  -0.5007
H (-1.14871, -1.95704, -4.61649)  0.2297
H (-3.37972, -0.85988, -4.66748)  0.2345
H (-1.59039, 2.84323, -3.21499)  0.2337
H (0.64269, 1.74498, -3.16219)  0.2412
C (-1.30019, 3.15777, 2.50321)  -0.2411
C (-2.28426, 3.26771, 3.39454)  -0.2112
C (-3.41911, 2.31793, 3.40527)  0.4675
O (-4.31642, 2.41788, 4.21507)  -0.4773
C (-3.41781, 1.24098, 2.39014)  -0.2115
C (-2.43349, 1.13233, 1.49927)  -0.2432
C (-1.29974, 2.08159, 1.48771)  0.4896
O (-0.39922, 1.98244, 0.67691)  -0.5053
H (-0.46254, 3.84322, 2.47955)  0.2338
H (-2.30069, 4.04813, 4.14456)  0.2341
H (-4.25480, 0.55460, 2.41408)  0.2323
H (-2.41566, 0.35117, 0.74889)  0.2326
C (-2.35669, -2.88363, 0.93657)  -0.2447
C (-1.43869, -3.35379, 1.78031)  -0.2111
C (-0.21059, -4.01582, 1.28466)  0.4664
O (0.62547, -4.44597, 2.05091)  -0.4769
C (-0.04113, -4.13227, -0.18112)  -0.2117
C (-0.95972, -3.66055, -1.02295)  -0.2368
C (-2.18717, -2.99979, -0.52696)  0.4748
O (-3.02341, -2.56523, -1.29280)  -0.4962
H (-3.26124, -2.39660, 1.27920)  0.2299
H (-1.54534, -3.27500, 2.85501)  0.2365
H (0.86336, -4.61756, -0.52504)  0.2361
H (-0.85232, -3.73657, -2.09761)  0.2334

2S+1: 1
HOMO level, eV: -10.30

***

Formula: CH2FNOS
Source: the OMol25 dataset
Level of theory: ωB97M-V/def2-TZVPD

Last column: natural (NBO) charge in e.
Positions of all 7 atoms, in Å:
C (-1.93498, 0.71802, 0.30837)  0.3302
N (1.61563, -0.09357, -0.63142)  -0.3123
O (-1.46604, -0.34647, 0.07143)  -0.5098
F (2.25211, 0.88349, 0.12512)  -0.2600
S (0.61801, -0.98849, 0.22875)  0.4901
H (-1.40347, 1.57613, 0.73555)  0.1280
H (0.31874, -1.74911, -0.83781)  0.1337

2S+1: 1
HOMO level (alpha / beta), eV: -8.59 / -7.78

***

Number 1: E_tot -3579.17430 Eh. Number 2: E_tot -16641.23474 Eh. Number 3: E_tot -303.51039 Eh. Number 4: E_tot -2742.04442 Eh. Number 5: E_tot -1663.92679 Eh. Number 6: E_tot -667.10254 Eh.